No. 1
{
  "formula": "C48H120ClLiN8",
  "method": "wB97M-V/def2-TZVPD",
  "elements": ["Li", "Cl", "C", "C", "N", "C", "C", "C", "C", "H", "H", "H", "H", "H", "H", "H", "H", "H", "H", "H", "H", "H", "H", "H", "C", "C", "N", "C", "C", "C", "C", "H", "H", "H", "H", "H", "H", "H", "H", "H", "H", "H", "H", "H", "H", "H", "C", "C", "N", "C", "C", "C", "C", "H", "H", "H", "H", "H", "H", "H", "H", "H", "H", "H", "H", "H", "H", "H", "C", "C", "N", "C", "C", "C", "C", "H", "H", "H", "H", "H", "H", "H", "H", "H", "H", "H", "H", "H", "H", "H", "C", "C", "N", "C", "C", "C", "C", "H", "H", "H", "H", "H", "H", "H", "H", "H", "H", "H", "H", "H", "H", "H", "C", "C", "N", "C", "C", "C", "C", "H", "H", "H", "H", "H", "H", "H", "H", "H", "H", "H", "H", "H", "H", "H", "C", "C", "N", "C", "C", "C", "C", "H", "H", "H", "H", "H", "H", "H", "H", "H", "H", "H", "H", "H", "H", "H", "C", "C", "N", "C", "C", "C", "C", "H", "H", "H", "H", "H", "H", "H", "H", "H", "H", "H", "H", "H", "H", "H"],
  "coordinates": [[6.201, 0.654, -16.692], [4.082, 1.297, -15.821], [10.082, 2.637, -17.645], [8.939, 1.558, -17.626], [7.701, 1.997, -17.049], [7.768, 2.410, -15.618], [8.297, 1.301, -14.731], [7.094, 3.128, -17.779], [6.917, 2.860, -19.286], [10.170, 3.012, -16.625], [9.791, 3.488, -18.261], [10.979, 2.193, -18.077], [8.732, 1.335, -18.673], [9.282, 0.653, -17.124], [6.753, 2.639, -15.293], [8.292, 3.356, -15.483], [7.539, 0.518, -14.743], [8.454, 1.600, -13.695], [9.252, 0.924, -15.098], [6.090, 3.347, -17.416], [7.661, 4.059, -17.775], [7.842, 2.974, -19.852], [6.498, 1.875, -19.490], [6.206, 3.607, -19.638], [4.452, -0.294, -18.975], [4.949, -1.335, -17.958], [6.373, -1.207, -17.596], [6.757, -2.144, -16.521], [5.962, -2.048, -15.207], [7.256, -1.332, -18.784], [7.116, -2.685, -19.546], [4.668, 0.721, -18.641], [3.365, -0.215, -18.982], [4.775, -0.350, -20.015], [4.441, -1.121, -17.017], [4.775, -2.366, -18.263], [6.601, -3.157, -16.891], [7.812, -1.997, -16.290], [5.984, -1.020, -14.846], [4.926, -2.334, -15.388], [6.465, -2.660, -14.459], [8.279, -1.255, -18.414], [7.011, -0.500, -19.443], [7.334, -3.578, -18.960], [7.727, -2.721, -20.448], [6.073, -2.782, -19.847], [5.479, -1.083, -7.941], [5.533, -2.337, -8.824], [4.304, -2.448, -9.631], [4.066, -1.425, -10.635], [5.114, -1.410, -11.794], [4.135, -3.776, -10.231], [3.840, -4.892, -9.231], [6.230, -1.108, -7.151], [4.516, -1.126, -7.432], [5.647, -0.111, -8.403], [6.456, -2.310, -9.403], [5.700, -3.217, -8.204], [3.080, -1.491, -11.096], [4.161, -0.467, -10.123], [5.004, -0.555, -12.461], [6.123, -1.262, -11.408], [5.102, -2.304, -12.418], [5.036, -4.061, -10.774], [3.310, -3.705, -10.941], [3.139, -4.684, -8.423], [4.755, -5.183, -8.713], [3.540, -5.746, -9.838], [9.397, 6.322, -16.091], [8.118, 6.667, -15.309], [6.883, 6.197, -15.979], [6.757, 6.750, -17.354], [6.451, 8.296, -17.374], [5.737, 6.575, -15.132], [5.638, 5.700, -13.922], [10.175, 6.534, -15.358], [9.428, 6.955, -16.977], [9.325, 5.250, -16.278], [8.245, 6.129, -14.370], [8.123, 7.723, -15.037], [7.589, 6.438, -17.984], [5.916, 6.241, -17.826], [7.321, 8.840, -17.005], [6.299, 8.499, -18.434], [5.543, 8.656, -16.890], [4.772, 6.516, -15.636], [5.813, 7.625, -14.850], [5.727, 4.668, -14.260], [4.673, 5.836, -13.434], [6.382, 5.859, -13.142], [5.605, 6.407, -21.071], [4.286, 5.825, -20.730], [3.620, 6.599, -19.676], [2.572, 5.759, -19.069], [3.089, 4.521, -18.333], [2.929, 7.794, -20.288], [2.487, 8.879, -19.277], [6.066, 5.724, -21.785], [6.240, 6.590, -20.205], [5.542, 7.357, -21.601], [3.659, 5.698, -21.612], [4.455, 4.809, -20.374], [1.845, 5.420, -19.807], [2.004, 6.395, -18.391], [3.422, 3.719, -18.991], [2.275, 4.192, -17.687], [3.949, 4.740, -17.701], [3.577, 8.284, -21.014], [2.031, 7.434, -20.790], [2.134, 9.793, -19.754], [1.792, 8.552, -18.503], [3.347, 9.285, -18.746], [8.592, 4.764, -9.785], [7.299, 4.478, -9.074], [6.585, 3.339, -9.714], [6.281, 3.624, -11.150], [5.880, 2.354, -11.933], [5.332, 2.966, -9.028], [5.606, 2.520, -7.571], [9.281, 5.319, -9.148], [8.470, 5.401, -10.661], [9.053, 3.825, -10.091], [7.547, 4.266, -8.034], [6.635, 5.338, -8.992], [5.493, 4.375, -11.210], [7.196, 3.989, -11.617], [4.830, 2.119, -11.758], [5.913, 2.592, -12.996], [6.510, 1.517, -11.632], [4.834, 2.126, -9.513], [4.652, 3.809, -8.898], [5.780, 3.353, -6.890], [6.443, 1.833, -7.449], [4.708, 2.061, -7.157], [6.617, -5.478, -12.962], [7.956, -4.714, -13.190], [8.400, -3.930, -12.101], [9.597, -3.112, -12.371], [9.321, -1.959, -13.313], [8.535, -4.686, -10.820], [9.466, -5.935, -10.820], [5.947, -4.748, -12.507], [6.631, -6.288, -12.232], [6.219, -5.860, -13.902], [8.769, -5.378, -13.483], [7.953, -4.045, -14.051], [9.912, -2.657, -11.431], [10.420, -3.738, -12.716], [10.132, -1.233, -13.371], [9.182, -2.365, -14.315], [8.476, -1.381, -12.940], [7.550, -4.914, -10.414], [8.984, -4.065, -10.045], [9.652, -6.265, -9.798], [10.437, -5.736, -11.273], [9.062, -6.762, -11.405], [11.636, -0.875, -16.191], [11.871, -1.193, -17.661], [11.102, -2.314, -18.100], [11.237, -3.462, -17.172], [10.295, -4.628, -17.513], [11.326, -2.593, -19.537], [11.014, -1.389, -20.462], [11.903, 0.166, -16.012], [12.321, -1.454, -15.571], [10.598, -0.867, -15.858], [11.730, -0.269, -18.221], [12.937, -1.338, -17.840], [12.270, -3.801, -17.091], [11.035, -3.179, -16.139], [10.649, -5.171, -18.389], [10.273, -5.356, -16.703], [9.245, -4.355, -17.621], [10.640, -3.388, -19.830], [12.358, -2.912, -19.685], [10.127, -0.833, -20.156], [10.913, -1.752, -21.485], [11.872, -0.717, -20.464]],
  "homo_lumo_gap_ev": 8.41
}

No. 2
{
  "formula": "C48H120N8",
  "method": "wB97M-V/def2-TZVPD",
  "elements": ["C", "C", "N", "C", "C", "C", "C", "H", "H", "H", "H", "H", "H", "H", "H", "H", "H", "H", "H", "H", "H", "H", "C", "C", "N", "C", "C", "C", "C", "H", "H", "H", "H", "H", "H", "H", "H", "H", "H", "H", "H", "H", "H", "H", "C", "C", "N", "C", "C", "C", "C", "H", "H", "H", "H", "H", "H", "H", "H", "H", "H", "H", "H", "H", "H", "H", "C", "C", "N", "C", "C", "C", "C", "H", "H", "H", "H", "H", "H", "H", "H", "H", "H", "H", "H", "H", "H", "H", "C", "C", "N", "C", "C", "C", "C", "H", "H", "H", "H", "H", "H", "H", "H", "H", "H", "H", "H", "H", "H", "H", "C", "C", "N", "C", "C", "C", "C", "H", "H", "H", "H", "H", "H", "H", "H", "H", "H", "H", "H", "H", "H", "H", "C", "C", "N", "C", "C", "C", "C", "H", "H", "H", "H", "H", "H", "H", "H", "H", "H", "H", "H", "H", "H", "H", "C", "C", "N", "C", "C", "C", "C", "H", "H", "H", "H", "H", "H", "H", "H", "H", "H", "H", "H", "H", "H", "H"],
  "coordinates": [[3.547, -2.725, -9.423], [2.399, -2.931, -8.476], [1.518, -3.912, -9.037], [1.027, -3.970, -10.418], [0.126, -2.668, -10.750], [0.580, -4.498, -8.021], [1.113, -5.168, -6.754], [3.329, -2.441, -10.453], [4.170, -3.608, -9.565], [4.208, -2.015, -8.927], [2.742, -3.154, -7.466], [1.964, -1.939, -8.355], [1.808, -3.852, -11.169], [0.453, -4.876, -10.612], [-0.089, -2.568, -11.814], [-0.880, -2.810, -10.356], [0.595, -1.775, -10.337], [-0.110, -5.242, -8.419], [-0.108, -3.675, -7.828], [0.380, -5.718, -6.163], [1.581, -4.498, -6.032], [1.898, -5.831, -7.117], [-10.714, -7.040, -0.206], [-11.788, -7.191, -1.273], [-13.191, -6.881, -0.822], [-13.832, -7.930, -0.079], [-14.002, -9.239, -0.933], [-14.109, -6.445, -1.931], [-15.555, -5.903, -1.484], [-9.732, -7.050, -0.680], [-10.690, -7.931, 0.422], [-10.827, -6.072, 0.280], [-11.596, -6.399, -1.997], [-11.937, -8.134, -1.798], [-13.208, -8.116, 0.796], [-14.680, -7.363, 0.306], [-14.488, -9.165, -1.906], [-13.007, -9.649, -1.108], [-14.505, -10.021, -0.365], [-14.051, -7.071, -2.821], [-13.702, -5.461, -2.160], [-16.154, -5.493, -2.296], [-15.579, -5.108, -0.739], [-16.220, -6.732, -1.243], [6.686, 7.869, 2.279], [6.050, 7.455, 3.586], [6.169, 6.068, 4.036], [5.288, 5.878, 5.141], [5.670, 6.572, 6.465], [7.566, 5.548, 4.331], [7.319, 4.036, 4.194], [6.087, 8.501, 1.623], [7.057, 7.005, 1.728], [7.579, 8.465, 2.466], [6.588, 8.036, 4.335], [4.992, 7.716, 3.620], [4.330, 6.153, 4.699], [5.279, 4.821, 5.405], [5.062, 6.438, 7.360], [6.641, 6.256, 6.846], [5.792, 7.638, 6.268], [7.996, 5.816, 5.296], [8.293, 5.791, 3.556], [6.843, 3.684, 5.109], [8.289, 3.547, 4.287], [6.832, 3.549, 3.349], [-5.662, 2.011, -6.893], [-5.776, 3.518, -7.271], [-4.559, 4.353, -7.165], [-3.391, 3.867, -7.765], [-3.590, 3.392, -9.264], [-4.347, 4.862, -5.838], [-3.403, 6.189, -5.689], [-5.063, 1.738, -6.024], [-5.391, 1.271, -7.646], [-6.699, 1.716, -6.733], [-6.396, 3.627, -8.160], [-6.608, 3.976, -6.736], [-2.692, 4.676, -7.976], [-2.844, 3.189, -7.109], [-3.888, 4.178, -9.958], [-2.602, 2.987, -9.483], [-4.194, 2.486, -9.306], [-3.861, 4.141, -5.180], [-5.311, 5.073, -5.376], [-3.730, 6.748, -4.811], [-3.659, 6.675, -6.630], [-2.382, 5.843, -5.532], [1.769, -2.904, 0.557], [0.618, -1.918, 0.415], [-0.551, -2.513, -0.205], [-1.219, -3.810, 0.239], [-2.042, -3.582, 1.572], [-1.538, -1.483, -0.835], [-2.110, -0.611, 0.279], [2.595, -2.363, 1.020], [2.159, -3.062, -0.449], [1.681, -3.776, 1.205], [0.370, -1.414, 1.350], [0.830, -1.126, -0.303], [-1.933, -4.255, -0.454], [-0.427, -4.547, 0.371], [-1.635, -2.720, 2.099], [-3.060, -3.293, 1.313], [-2.103, -4.466, 2.206], [-2.335, -1.964, -1.401], [-1.084, -0.941, -1.665], [-2.560, 0.282, -0.155], [-1.351, -0.122, 0.889], [-2.835, -1.149, 0.891], [5.503, -4.063, 7.931], [4.918, -3.154, 9.023], [4.336, -3.806, 10.153], [4.583, -3.168, 11.490], [6.084, -3.327, 11.786], [2.878, -3.972, 9.895], [2.206, -5.146, 10.582], [6.561, -4.295, 7.812], [5.375, -3.542, 6.982], [4.916, -4.982, 7.939], [5.785, -2.558, 9.309], [4.108, -2.560, 8.601], [4.340, -2.109, 11.576], [4.133, -3.716, 12.317], [6.496, -4.025, 11.057], [6.509, -2.393, 11.418], [6.415, -3.473, 12.815], [2.813, -4.040, 8.809], [2.371, -3.078, 10.257], [1.131, -5.007, 10.696], [2.624, -5.217, 11.586], [2.499, -5.990, 9.957], [-3.775, 5.089, 5.042], [-3.156, 6.612, 4.914], [-3.844, 7.415, 3.891], [-5.330, 7.456, 3.923], [-5.769, 8.061, 5.259], [-3.238, 7.262, 2.551], [-1.685, 7.613, 2.467], [-3.815, 4.980, 6.126], [-3.176, 4.371, 4.481], [-4.828, 4.904, 4.830], [-3.418, 7.085, 5.861], [-2.071, 6.511, 4.950], [-5.663, 7.989, 3.032], [-5.752, 6.456, 3.829], [-5.493, 7.431, 6.105], [-5.252, 9.020, 5.296], [-6.848, 8.215, 5.270], [-3.795, 7.796, 1.782], [-3.305, 6.185, 2.397], [-1.240, 6.966, 3.223], [-1.357, 8.560, 2.895], [-1.256, 7.407, 1.486], [11.212, 1.772, -1.115], [10.533, 0.463, -0.947], [10.369, -0.384, -2.139], [9.868, 0.316, -3.325], [8.537, 1.063, -3.268], [9.550, -1.536, -1.758], [10.223, -2.512, -0.708], [11.324, 2.396, -0.229], [10.715, 2.393, -1.860], [12.183, 1.695, -1.603], [11.134, -0.195, -0.320], [9.598, 0.507, -0.388], [10.655, 1.017, -3.603], [9.739, -0.503, -4.034], [8.328, 1.771, -4.069], [7.603, 0.504, -3.209], [8.642, 1.730, -2.412], [9.452, -2.244, -2.581], [8.502, -1.296, -1.573], [9.991, -2.078, 0.264], [11.311, -2.509, -0.769], [9.735, -3.483, -0.801]],
  "homo_lumo_gap_ev": 8.38,
  "de_lowest_kcal_mol": 193.00,
  "smiles": "CCN(CC)CC.CCN(CC)CC.CCN(CC)CC.CCN(CC)CC.CCN(CC)CC.CCN(CC)CC.CCN(CC)CC.CCN(CC)CC"
}